Entry 1:
C6H10N2 | wB97M-V/def2-TZVPD

Structure (XYZ):
```
18
Properties=species:S:1:pos:R:3:forces:R:3:lowdin_charge:R:1
C 0.0049 -0.6427 0.1294 -0.503 1.833 -0.394 -0.283
C -0.7033 -0.0108 1.3182 -0.029 0.615 0.392 -0.079
C -0.4426 -1.9637 -0.4143 -0.251 0.103 -0.118 -0.039
C 1.3368 -0.1566 -0.1545 0.658 0.984 1.818 -0.459
C -0.8270 0.9086 0.2074 -1.122 -2.650 -0.197 -0.208
N 1.2763 1.2788 -0.0752 0.904 0.573 -0.261 0.109
C -1.6482 1.7431 -0.4025 -0.042 -0.295 -0.054 0.006
N 2.4185 -0.8234 -0.0926 -0.755 -1.852 -1.468 0.110
H 1.0123 1.8288 -0.8796 -0.108 -0.184 0.050 0.099
H 2.0074 1.7349 0.4640 0.357 -0.365 -0.439 0.108
H 3.0382 -0.8848 -0.8948 0.635 1.087 0.735 0.045
H -0.1288 0.2756 2.1983 0.075 -0.102 -0.139 0.121
H -1.6267 -0.5185 1.5806 0.026 -0.074 -0.012 0.122
H -0.1804 -2.7824 0.2632 0.008 0.152 0.046 0.087
H -1.5260 -1.9702 -0.5552 0.060 -0.050 -0.020 0.083
H 0.0431 -2.1635 -1.3690 -0.069 -0.015 -0.009 0.077
H -2.5161 2.1275 0.1191 0.207 0.365 0.184 0.054
H -1.5386 2.0193 -1.4424 -0.050 -0.125 -0.112 0.048
```
Forces are in eV/Å.

## Properties
Net charge   0

Entry 2:
C6H10N2O | wB97M-V/def2-TZVPD

Structure (XYZ):
```
19
Properties=species:S:1:pos:R:3:forces:R:3:lowdin_charge:R:1
C -1.2038 -0.9202 -0.0234 -2.020 1.932 0.775 -0.140
C 1.1793 -0.8651 -0.7225 1.970 1.052 -1.472 -0.242
C 1.1987 0.5695 -1.2667 0.015 -0.625 0.496 -0.125
C 1.2027 1.4799 -0.0033 -0.530 0.705 -0.477 -0.183
C 1.2170 0.5872 1.2568 -1.181 -0.317 0.134 -0.132
C 1.1696 -0.8679 0.7488 1.914 1.315 1.189 -0.211
H -3.0862 1.4385 -0.1382 0.109 -1.532 0.315 0.109
H -1.9448 -1.7086 0.0821 -0.302 0.087 -0.300 0.127
H 1.7862 -1.5753 -1.2634 -0.112 -0.330 -0.185 0.133
H 0.3652 0.7241 -1.9598 -0.087 0.213 0.354 0.102
H 2.0879 0.6854 -1.8831 0.228 0.012 0.142 0.100
H 0.2847 2.0630 -0.0248 -0.011 0.038 0.127 0.078
H 2.0086 2.2307 -0.0332 -0.034 -0.507 0.092 0.103
H 2.0647 0.7862 1.9176 0.172 -0.374 -0.316 0.103
H 0.3298 0.7534 1.9105 0.419 0.149 -0.534 0.107
H 1.7564 -1.5638 1.3345 -0.218 -0.370 -0.060 0.133
N -1.5687 0.3274 0.0174 0.263 -1.679 -0.541 0.032
N 0.0913 -1.3859 -0.0182 -1.344 -0.926 0.425 -0.010
O -2.9864 0.4594 0.0157 0.750 1.156 -0.166 -0.084
```
Forces are in eV/Å.

## Properties
Net charge   0

Entry 3:
C6H10N2O | wB97M-V/def2-TZVPD

Structure (XYZ):
```
19
Properties=species:S:1:pos:R:3:forces:R:3:lowdin_charge:R:1
C 1.6158 0.8655 0.0324 2.596 -1.294 0.676 -0.106
C 0.3103 0.2970 0.1087 -2.093 0.465 -1.227 -0.532
C -0.1020 -0.6958 -1.0344 1.342 -1.825 2.861 -0.036
C -1.2034 -1.2210 0.0152 2.309 -1.520 -1.578 -0.300
C -0.1453 -0.7709 1.0740 -2.388 -2.870 0.886 -0.090
C -1.9781 0.8411 -0.1098 -1.586 3.105 -1.921 -0.225
H 3.3137 -0.2404 0.0470 -1.438 -0.832 -0.657 0.105
H 1.8334 1.4135 -0.8692 -0.405 0.560 -0.156 0.117
H 1.7340 1.5705 0.9809 0.929 -1.899 -1.512 0.167
H -0.7190 -0.2518 -1.7503 0.378 0.456 -2.422 0.086
H 0.8340 -1.4379 -1.0886 -2.717 1.672 -0.959 0.162
H -1.1028 -2.3600 -0.0091 -2.186 1.469 -0.111 0.141
H 0.2868 -1.8122 1.1236 1.098 1.909 0.300 0.130
H -0.7666 -0.6904 1.9566 0.814 1.205 0.991 0.109
H -2.6607 1.6741 -0.5416 0.607 -1.356 1.422 0.136
H -0.5724 2.2671 0.4839 0.208 0.949 0.829 0.105
N -2.4085 -0.3722 -0.1989 2.700 0.248 0.983 0.087
N -0.6533 1.3977 0.0359 -2.564 -3.949 -0.827 0.080
O 2.3842 -0.4740 -0.2563 2.398 3.505 2.421 -0.136
```
Forces are in eV/Å.

## Properties
Net charge   0

Entry 4:
C6H10N2O | wB97M-V/def2-TZVPD

Structure (XYZ):
```
19
Properties=species:S:1:pos:R:3:forces:R:3:lowdin_charge:R:1
C 0.7894 1.4483 -1.2473 -2.660 3.181 -0.180 -0.053
C 0.4334 0.6804 -0.0371 -2.821 -0.012 -2.000 -0.571
C 0.9645 1.1512 1.2296 -1.075 1.355 3.639 -0.040
C -2.0892 -1.0720 0.5220 -2.589 2.172 2.195 -0.265
C 0.2259 -1.7880 -0.3707 -3.914 2.045 0.287 -0.083
C 0.8851 -0.6565 -0.4631 3.014 -0.687 2.459 -0.065
H 1.7944 1.6689 -1.3192 2.242 0.002 -0.547 0.071
H 0.2722 2.4277 -1.2231 0.446 0.060 0.626 0.107
H 0.2694 1.1099 -2.1142 0.386 -1.141 -0.836 0.092
H 2.0167 0.9865 1.4342 0.441 0.672 -0.638 0.086
H 0.5783 0.4747 1.9832 -0.465 -0.423 0.315 0.077
H 0.5148 2.1609 1.6563 1.327 -1.680 -1.542 0.147
H -3.0977 -1.5547 0.9868 2.692 0.898 -1.186 0.155
H -1.7322 -2.9008 -0.5148 2.418 4.253 1.958 0.243
H 0.4677 -2.7203 -0.6685 1.781 -2.676 -0.824 0.067
H 2.0497 -0.6694 -0.4499 -2.142 -0.328 -0.711 0.166
N -2.0527 0.2317 0.7538 0.886 -2.392 -1.087 0.037
N -1.1979 -1.8805 -0.0777 -1.245 -4.724 -2.325 -0.009
O -1.0918 0.9018 -0.0802 1.279 -0.576 0.398 -0.162
```
Forces are in eV/Å.

## Properties
Net charge   0

Entry 5:
C6H10N2O | wB97M-V/def2-TZVPD

Structure (XYZ):
```
19
Properties=species:S:1:pos:R:3:forces:R:3:lowdin_charge:R:1
C -1.1961 -0.6237 0.5919 1.694 1.451 0.054 -0.064
C 0.0619 -0.4280 -0.1696 0.588 -0.549 0.007 -0.441
C 0.9760 -1.5666 -0.5801 -0.833 -0.990 -0.745 -0.037
C 1.5388 -0.5079 0.2846 -0.764 -0.659 2.441 -0.234
C 2.2927 0.6059 -0.3263 0.357 0.721 -0.989 -0.135
C 1.3277 1.1146 -1.4415 -1.190 -0.112 -0.930 -0.173
H -3.4190 0.9355 2.0300 1.306 -1.546 -1.046 0.115
H -1.3423 -1.6015 0.9431 -0.872 -1.160 0.777 0.114
H 1.3533 -1.5726 -1.6605 -0.800 -0.518 1.668 0.141
H 0.6396 -2.4944 -0.0223 0.950 0.786 -1.221 0.126
H 1.6866 -0.7128 1.3452 0.336 -0.167 -0.309 0.137
H 2.6421 1.3139 0.4487 -0.330 -0.098 -0.639 0.119
H 3.1236 0.2445 -0.9204 0.712 -0.130 0.504 0.102
H 1.1345 2.1717 -1.6204 0.900 0.300 0.274 0.105
H 1.6318 0.7217 -2.4854 -0.351 0.222 1.672 0.124
H -0.6440 1.3821 -0.8479 -0.092 -0.259 0.466 0.101
N -1.8604 0.4233 0.8589 -1.554 -0.624 1.193 0.029
N 0.0070 0.6393 -1.0259 -0.026 1.882 -3.062 -0.020
O -2.9798 0.0760 1.7256 -0.033 1.449 -0.118 -0.110
```
Forces are in eV/Å.

## Properties
Net charge   0

Entry 6:
C6H10N2O | wB97M-V/def2-TZVPD

Structure (XYZ):
```
19
Properties=species:S:1:pos:R:3:forces:R:3:lowdin_charge:R:1
C 0.1228 -1.8222 -0.0072 0.084 -0.120 0.166 -0.107
C -1.1573 -1.4388 -0.0497 1.470 0.354 0.331 0.000
C 1.3339 -0.8918 -0.1841 -0.878 -1.048 0.106 -0.125
C 0.9235 0.5119 0.3748 0.477 0.028 -3.519 -0.319
C -1.3921 0.0617 -0.0796 -1.111 -1.074 1.457 -0.561
C 1.9044 1.6107 -0.1143 1.758 -4.228 0.700 -0.018
N -2.6311 0.5005 -0.5640 -0.285 2.460 -1.890 0.035
N -2.3709 0.6503 0.8690 -0.067 0.738 0.115 0.053
O -0.3173 0.9207 -0.2735 -0.217 -1.376 -0.048 -0.032
H 0.2892 -2.8846 0.0305 0.336 -0.312 0.043 0.091
H -1.8967 -2.2697 0.0226 0.058 1.497 -0.134 0.124
H 2.3050 -1.3537 0.2235 -1.531 0.921 -0.403 0.141
H 1.3472 -0.9609 -1.2985 0.797 0.915 0.573 0.128
H 0.7137 0.4012 1.3955 0.083 0.264 1.730 0.130
H 2.1633 1.2827 -1.1573 -0.010 0.726 0.961 0.098
H 2.8029 1.5337 0.5616 -0.616 0.382 -0.925 0.100
H 1.4844 2.5407 -0.0935 -1.062 2.438 0.124 0.038
H -2.5105 1.4794 -0.9934 -0.139 -1.807 0.758 0.135
H -3.1143 0.1280 1.3376 0.853 -0.756 -0.144 0.090
```
Forces are in eV/Å.

## Properties
Net charge   0

Calculated lowest unoccupied orbital energy (eV), listed in the same order as above: 0.893; 0.990; 0.682; 0.413; 1.018; 1.041
Calculated energy above the lowest of the compared OMol25 structures with the same formula, charge and spin (kcal/mol), listed in the same order as above: 109.9; 81.4; 115.8; 122.7; 89.5; 80.5